(1)
# C21H49AsF6N2Si6TeV

A molecular structure, C21H49AsF6N2Si6TeV at a distorted geometry (the ωB97M-V functional and the def2-TZVPD basis, the OMol25 dataset).

Last column: Löwdin charge in e.
Atoms and positions in Å:
H -1.02 -2.36 6.03  0.0734
C -2.48 -1.06 -0.52  -0.1769
H 0.07 -3.75 -1.75  0.0461
H -1.20 4.09 -0.34  -0.0040
H -3.21 -0.92 0.28  0.0548
H 2.38 -1.60 6.01  0.0328
H 4.44 1.81 -1.99  0.0163
C 0.50 4.19 -4.00  -0.2178
C 2.93 -1.73 -3.17  -0.2159
H 0.92 2.15 4.85  -0.0027
H -0.80 2.04 -5.46  -0.0010
Si 0.59 1.14 -2.19  0.3642
H -3.36 -4.04 0.25  0.0336
H -2.42 -5.72 3.82  0.1102
H -1.90 -0.38 6.51  0.0190
H -3.07 1.97 -3.73  0.0221
H -1.95 4.10 -1.93  0.0208
H -1.06 1.11 6.92  0.0328
H -1.69 -4.67 1.74  0.0787
H -1.83 0.93 5.35  0.0275
H 5.19 0.24 -2.17  0.0267
Si -1.19 0.30 -3.67  0.4355
As 0.19 2.07 2.29  1.1308
H 3.01 4.10 -2.00  0.0186
H 1.09 -3.04 -0.52  0.0186
H 2.26 1.12 4.34  0.0297
V -0.41 -0.21 2.16  0.3898
H -0.64 -2.00 -4.54  0.0229
H -2.36 -1.75 -4.52  0.0346
Si 0.53 3.81 -2.12  0.5696
C 4.27 0.74 -1.89  -0.2141
C -1.45 -1.59 -3.96  -0.2024
H 0.97 -2.32 6.74  0.0102
C -2.85 1.09 -3.13  -0.2182
H 0.71 5.24 -4.18  0.0274
H -1.94 -0.12 -0.61  -0.0466
F 1.88 1.66 0.29  -0.6308
F -1.13 1.66 0.38  -0.6167
H -1.52 -2.15 -3.04  -0.0262
H -1.13 5.54 -1.32  0.0312
H 3.00 -2.23 -2.21  0.0116
H -1.66 0.66 -6.11  0.0322
H 1.63 -0.84 7.40  0.0283
N -0.03 -1.07 3.85  -0.1331
H 0.42 -2.02 -1.78  -0.0604
C -0.73 -2.22 3.91  -0.2814
H -2.91 -3.88 -1.43  0.0331
H 2.08 -2.14 -3.70  0.0104
C -1.18 -2.84 5.09  -0.0341
H 2.01 1.48 6.04  0.0415
H 3.82 -1.98 -3.74  0.0288
N -0.76 -2.15 1.56  -0.1441
H -2.01 -4.96 -0.39  0.0246
C -2.51 -4.00 -0.43  -0.1773
C -1.98 -4.73 3.84  -0.0579
C 3.06 0.86 -4.75  -0.2183
F -2.06 0.47 2.54  -0.4215
H -0.48 3.99 -4.43  0.0089
F -0.77 2.97 3.40  -0.2838
H 4.07 0.53 -0.85  0.0051
C -1.03 -2.85 2.66  -0.2774
Si 2.79 0.18 -2.97  0.4159
H 2.32 3.95 -0.39  0.0053
H 1.23 3.61 -4.54  0.0027
H -2.19 -4.51 5.96  0.1120
H -3.69 0.41 -3.24  0.0244
F 1.77 2.81 2.80  -0.3514
C 1.50 1.27 5.10  -0.1902
C -1.82 -4.06 5.05  -0.0525
F 0.19 3.46 1.25  -0.3107
H 2.37 0.41 -5.45  0.0054
H -2.82 1.41 -2.09  0.0073
C -0.86 0.96 -5.44  -0.2108
H 2.92 1.93 -4.80  0.0032
C 1.42 -1.37 6.47  -0.1575
Si 0.37 -0.24 5.34  0.4947
C -1.26 0.41 6.12  -0.1425
H 2.21 5.47 -1.25  0.0294
H -3.02 -1.24 -1.44  0.0247
H 0.06 0.58 -5.85  0.0062
C -1.58 -4.15 2.67  -0.0204
C 2.18 4.39 -1.37  -0.1994
C 0.20 -2.87 -1.12  -0.2432
Si -1.35 -2.53 -0.03  0.4406
H 4.06 0.64 -5.10  0.0249
C -1.10 4.45 -1.36  -0.1970
Te 0.83 -0.09 0.00  1.2392

Summary:
HOMO level (spin up / spin down) = -8.011 / -8.201 eV
Kohn-Sham gap (spin up / spin down) = 0.241 / 0.209 Ha
2S+1 = 4
Total charge = 0
Electronic energy = -6723.24539 hartree
Energy relative to the best compared isomer or geometry (same formula, charge and spin) = 73.7 kcal per mole

***

(2)
# C21H49ClN4O3PtSSbSi3

A molecular structure, C21H49ClN4O3PtSSbSi3 (the ωB97M-V functional and the def2-TZVPD basis, the OMol25 dataset).

Last column: Löwdin charge in e.
Atoms and positions in Å:
Si -3.47 -1.65 1.73  0.5668
C 4.60 -0.28 0.07  -0.1437
H -1.40 1.29 3.61  0.0619
C 0.61 0.00 4.90  -0.4247
C 3.66 2.82 -0.88  -0.1712
H -0.97 2.66 -0.37  -0.0318
H 0.86 6.25 -0.06  0.1262
H 6.42 1.57 0.47  0.1401
C -0.22 5.08 -1.51  -0.2675
C -3.17 -3.03 2.94  -0.1882
N 5.01 2.32 -0.88  -0.0740
C -3.15 1.30 -1.70  -0.2074
H 1.10 -6.73 -1.47  0.0578
C -2.54 -1.63 -2.53  -0.2321
H -3.28 -1.97 -1.80  0.0187
H 2.19 -0.22 -0.94  0.0642
H -3.30 -2.57 3.93  0.0528
C -0.36 -8.06 1.13  -0.1532
C 2.86 0.57 -1.30  -0.2016
H -1.76 -2.39 -2.63  0.0280
C 5.39 1.93 0.48  -0.1278
O 1.21 -0.34 3.97  0.1861
H -0.28 -6.47 -2.59  0.0528
H 2.58 0.86 -2.31  0.1265
H 1.80 4.43 -1.26  0.0537
H -5.38 -0.32 0.87  0.0315
H -3.10 -7.21 -1.73  0.0591
H 0.07 -0.25 -3.64  0.0466
C -2.19 -0.53 1.34  -0.6948
H 0.20 0.85 0.78  -0.1855
C 0.83 4.00 -1.53  -0.2840
H 0.35 -8.08 -2.30  0.0753
Si -1.82 0.03 -2.06  0.3618
Pt 0.56 2.35 -0.31  0.7697
C -0.63 5.13 0.99  -0.3962
H 5.33 2.80 1.14  0.1412
H -3.11 2.11 -2.43  0.0454
H -0.03 5.75 -2.36  0.1328
H -1.00 1.06 -4.15  0.0551
H 0.92 3.51 -2.50  0.0699
H -5.49 -0.71 2.60  0.0534
H -3.04 -1.55 -3.49  0.0521
H 0.12 -9.03 0.94  0.0731
Si -1.01 -7.44 -0.45  0.9145
H -2.34 4.07 3.53  0.0247
H -3.39 -7.91 -0.11  0.0622
S 0.36 3.72 1.51  0.7467
H -1.22 4.67 -1.67  0.1053
H -4.13 0.84 -1.77  0.0410
C 5.11 1.16 -1.76  -0.1344
O -0.04 0.34 5.80  0.2186
H -0.78 6.80 -0.32  0.1309
H -5.93 -1.91 1.40  0.0488
N 4.51 0.87 0.97  -0.0755
N 2.68 1.77 -0.40  -0.2127
C 0.14 -7.11 -1.82  -0.1547
Sb -0.51 -0.69 0.12  1.0136
H -3.88 -3.84 2.86  0.0416
C -5.23 -1.10 1.61  -0.1863
H -2.15 -3.42 2.88  0.0321
H 2.48 0.57 1.34  0.0971
H -0.59 5.76 1.88  0.1033
H -3.06 -6.19 -0.29  0.0507
H 3.07 2.23 1.63  0.1094
H 0.16 1.34 -2.86  -0.0215
O 1.72 4.20 1.77  -0.4875
H 3.58 3.67 -0.21  0.1278
H -1.13 -8.19 1.89  0.0560
C -0.16 5.90 -0.24  -0.2216
H 5.62 -0.65 0.07  0.1384
C -0.52 0.59 -3.28  -0.2117
C 3.16 1.36 0.99  -0.1854
H -3.04 1.74 -0.71  -0.0183
H 6.13 0.79 -1.77  0.1397
C -2.81 -7.18 -0.68  -0.1545
Cl -2.49 1.67 2.69  0.7195
H 3.38 3.11 -1.90  0.1251
H 3.94 -1.07 0.44  0.1306
H -3.65 1.93 1.81  0.0745
H -1.65 4.74 0.87  0.0836
N 4.21 0.08 -1.30  -0.0767
H 0.43 -7.40 1.50  0.0607
C -2.80 3.09 3.61  -0.1116
H 4.83 1.44 -2.78  0.1370

Summary:
HOMO level (spin up / spin down) = -14.899 / -15.002 eV
Kohn-Sham gap (spin up / spin down) = 0.237 / 0.174 Ha
2S+1 = 5
Total charge = +3
Electronic energy = -3359.32670 hartree
Energy relative to the best compared isomer or geometry (same formula, charge and spin) = 199.2 kcal per mole

***

(3)
# C21H49HgN8O10

A molecular structure, C21H49HgN8O10 at a distorted geometry (the ωB97M-V functional and the def2-TZVPD basis, the OMol25 dataset).

Last column: Löwdin charge in e.
Atoms and positions in Å:
H 2.44 -3.92 -1.18  0.0926
H -4.96 2.77 -0.28  0.0906
C -2.17 1.78 2.43  -0.0363
H 3.17 5.37 -6.39  0.0893
C 1.71 0.20 5.38  -0.0952
H 2.40 1.26 -3.56  0.0717
C -0.67 -3.19 -2.22  -0.5367
C -3.94 0.10 1.94  -0.5440
H 2.05 -0.72 4.91  0.0867
N 2.79 2.83 -4.98  -0.0043
H -0.65 2.87 -2.12  0.0727
O 1.68 0.36 -0.15  -0.0246
H 2.90 1.82 5.88  0.1584
H 1.83 -3.82 0.46  0.1091
N 2.54 1.30 5.10  -0.0019
O 4.53 -3.85 0.59  0.2412
C -0.88 3.80 -1.60  -0.0658
C 3.40 5.12 -5.35  0.0035
O -0.38 -0.15 0.03  -0.0988
H 4.59 -0.37 1.83  0.1134
H -0.99 -5.18 -2.53  0.1066
C -5.00 -0.73 2.64  0.0216
C -3.10 2.97 -1.25  -0.5249
O -2.73 1.80 -1.21  -0.0659
C -3.73 -4.06 1.30  0.0314
H -3.80 -4.76 2.13  0.0880
H 3.45 6.07 -4.80  0.0866
H -1.09 -1.10 3.40  0.0601
H 1.07 1.94 -4.38  0.0737
H 5.79 -1.63 1.34  0.1206
O -2.29 -2.17 0.77  -0.0875
Hg -2.53 -0.57 -1.04  1.3499
H -0.16 -2.29 2.71  0.0718
H -0.54 4.58 -2.29  0.0933
H -0.63 -2.39 4.38  0.0863
H -4.62 -1.50 3.31  0.0841
H -4.78 4.31 -1.05  0.0869
H 1.51 -1.29 -2.97  0.0634
O 0.39 0.65 -1.72  0.0354
H 1.97 0.99 -5.39  0.0889
H -5.72 -0.04 3.07  0.0993
H -3.54 0.81 3.68  0.1522
H -2.56 2.54 1.75  0.0889
C 2.11 1.65 -4.53  -0.0732
C 2.37 -3.27 -0.31  0.0345
C 3.75 -2.98 0.26  -0.4151
H 1.78 -2.44 -0.69  0.0686
N 3.99 -1.65 0.27  0.2128
N 0.42 -3.13 -2.93  0.0512
O 1.21 4.38 -4.61  0.0183
C -0.97 -4.52 -1.67  0.0174
N -3.17 0.80 2.74  0.0413
H 3.24 -1.14 -0.17  0.1234
N 0.55 0.36 -0.61  -0.6327
H -2.62 -3.63 3.50  0.1405
C -4.54 3.26 -1.16  0.0128
O -3.89 0.12 0.72  -0.0485
O -1.50 -2.28 -2.07  -0.0705
C 2.52 1.16 2.63  -0.0172
H 3.67 2.73 -5.47  0.1350
H -5.63 -1.27 1.93  0.0867
H -4.71 -3.61 1.12  0.0920
N -2.25 4.02 -1.31  0.0467
C -1.02 -2.19 3.38  -0.0079
C 3.15 1.54 3.96  -0.5582
H 5.57 -0.34 0.30  0.1417
H -0.24 3.84 -0.72  0.0939
C 0.86 -1.89 -3.61  -0.0129
C -2.63 -3.07 1.60  -0.5093
H 2.92 1.92 1.95  0.0925
O 4.20 2.18 3.95  0.0444
H -2.62 4.94 -1.13  0.1566
H 0.05 -1.29 -4.02  0.1053
H 4.42 4.77 -5.23  0.0729
H 0.68 0.37 5.05  0.0706
H -1.95 -4.71 -1.24  0.0769
C 2.35 4.08 -4.99  -0.5495
H 1.47 1.45 2.67  0.0763
H 1.70 0.11 6.47  0.1011
H -1.90 2.36 3.31  0.1010
H 1.08 -3.89 -2.87  0.1423
C 5.00 -0.95 1.00  0.0545
H -0.36 -4.97 -0.88  0.0945
H 1.61 -2.20 -4.34  0.0964
H -1.30 1.31 1.96  0.0717
N -2.13 -3.07 2.81  0.0671
H -5.06 3.09 -2.10  0.1057
H -3.58 -4.62 0.38  0.0778
H 2.60 0.19 2.14  0.0383

Summary:
HOMO level (spin up / spin down) = -12.867 / -12.867 eV
Kohn-Sham gap (spin up / spin down) = 0.248 / 0.092 Ha
2S+1 = 2
Total charge = +2
Electronic energy = -2172.70876 hartree
Energy relative to the best compared isomer or geometry (same formula, charge and spin) = 0.0 kcal per mole

***

(4)
# C21H51B3N4O6

3 unconnected molecules or ions with the total composition C21H51B3N4O6 at a distorted geometry (the ωB97M-V functional and the def2-TZVPD basis, the OMol25 dataset).

Last column: Löwdin charge in e.
Atoms and positions in Å:
H -5.18 -3.13 -5.95  0.0979
C 3.01 0.14 3.05  -0.0500
H 0.66 8.00 4.49  0.0665
C 2.16 5.64 4.36  -0.2699
C 2.41 4.14 4.25  -0.0955
B -1.13 -2.64 2.12  -0.4480
H -3.73 -6.10 -5.28  0.0543
C 0.36 5.92 1.86  -0.0852
C -5.25 -2.03 -4.11  -0.0866
O 2.29 -3.50 3.13  0.0332
N 4.25 -1.69 0.67  -0.0756
B 0.90 -3.71 2.78  -0.5601
H -0.05 6.91 1.69  0.0534
H -3.98 -4.08 -7.60  0.0673
H 4.69 -2.00 -0.21  0.1047
H 3.45 3.93 3.98  0.0790
H 2.21 3.66 5.21  0.0751
H 0.38 0.12 0.45  0.0989
N -1.32 -1.08 -0.31  -0.1878
O 0.07 -2.52 2.89  0.2436
H 2.24 4.92 1.70  0.0938
H -4.63 -1.37 -3.50  0.0640
H -2.57 0.17 -1.62  0.0978
H -6.14 -1.46 -4.40  0.0747
H 5.12 0.25 2.42  0.1522
H -4.38 -6.09 -3.66  0.0731
O -1.51 -3.76 1.30  0.1988
B -0.45 -4.72 1.17  -0.2199
C 2.53 7.83 3.36  -0.2524
H -2.94 -1.63 -1.56  0.0876
H -3.24 -1.67 2.28  0.1310
H 1.40 9.53 4.05  0.0707
H -1.49 -1.10 -2.52  0.0999
H 2.20 -1.65 1.17  0.0884
N 2.51 6.38 3.15  -0.1925
H -2.29 -4.66 -3.98  0.1141
H 3.06 2.18 1.90  0.0671
C 0.07 -0.51 -0.45  -0.0704
C 1.21 8.51 3.70  -0.0919
H 4.22 -3.51 2.35  0.1366
H -2.85 -5.33 -7.06  0.0546
H 0.03 5.30 1.02  0.0723
C -2.01 -0.46 0.83  -0.3753
H -3.62 -3.92 -3.17  0.0941
H 3.10 -4.64 1.49  0.1366
O 0.36 -4.96 2.34  0.2243
H 3.00 0.01 0.05  0.1157
C -2.09 -0.87 -1.57  -0.0932
C 3.99 -0.22 0.58  -0.1937
C -2.94 -4.28 -7.34  -0.0905
H -5.17 -5.14 -4.91  0.0686
H -0.10 5.50 2.76  0.0682
C -4.20 -5.46 -4.54  -0.0851
H 3.24 8.05 4.16  0.1086
H 2.96 8.31 2.47  0.1113
H 3.02 -0.98 3.27  0.0802
O 4.01 1.98 1.80  -0.0851
H 1.11 5.80 4.65  0.0979
O -2.48 0.69 0.84  0.0704
H 1.95 0.35 2.65  0.0871
H -0.23 -5.24 0.14  0.1132
H -5.59 -2.87 -3.50  0.0666
H 2.77 6.01 5.19  0.1182
H 2.72 -2.93 -0.11  0.1315
H 3.20 0.70 4.02  0.0920
C 1.88 5.93 1.92  -0.2454
H -2.35 -4.15 -8.25  0.0715
H -4.31 -1.60 -5.96  0.1180
C -4.51 -2.49 -5.35  -0.2706
H 1.75 3.67 3.51  0.0584
C 3.14 -3.60 1.97  -0.1589
H 0.21 0.08 -1.41  0.0980
H -2.24 -2.36 -6.71  0.1083
H 0.78 -1.41 -0.52  0.0768
C -2.41 -3.35 -6.25  -0.2541
H 2.26 6.53 1.08  0.1158
H 0.56 8.60 2.83  0.0540
C -2.15 -1.35 2.15  0.0371
N -3.24 -3.15 -5.07  -0.1952
C -3.30 -4.29 -4.15  -0.2525
H 4.79 0.23 -0.10  0.1314
C 2.96 -2.44 0.89  -0.1806
C 4.11 0.54 1.97  -0.3750
H -1.42 -3.69 -5.94  0.1105
H -1.83 -0.71 3.04  0.1257

Summary:
Structure (SMILES) = C[C@H](O)CNCCOB1OBOB(CC(=O)N(C)C)O1.CCN(CC)CC.CCN(CC)CC
HOMO level = -8.020 eV
Kohn-Sham gap = 0.309 Ha
Total charge = 0
Electronic energy = -1575.93292 hartree
Energy relative to the best compared isomer or geometry (same formula, charge and spin) = 55.9 kcal per mole